Density functional theory data (wB97M-V/def2-TZVPD) for C6H11NO in the gas phase in a non-equilibrium geometry.

* HOMO-LUMO gap: 10.188 eV
* lowest unoccupied orbital energy: 0.0351 Ha
* energy: -9938.13405 eV
* HOMO level: -9.2 eV
* relative energy (zero: lowest compared OMol25 entry of this formula, charge and spin): 0.3204 eV

ORCA input file:
```
! RIJCOSX wB97M-V def2-TZVPD def2/J DEFGRID3
* xyz 0 1
C -0.12820 0.63053 2.49892
C 0.67761 0.75392 1.24302
O 1.43528 1.68799 1.05257
N 0.61057 -0.32735 0.34334
C -0.67346 -0.97751 0.04621
C -1.08127 -0.48562 -1.34217
C 0.13018 0.27814 -1.89762
C 1.27130 -0.10566 -0.95890
H 0.29315 -0.16165 3.10813
H -0.21933 1.52669 3.10876
H -1.13180 0.26557 2.27301
H -1.39293 -0.76255 0.81412
H -0.49402 -2.05045 0.04471
H -1.94584 0.18196 -1.33483
H -1.41361 -1.28375 -1.98972
H 0.33040 -0.07652 -2.91391
H 0.02341 1.35062 -1.95138
H 2.05653 0.63233 -0.87095
H 1.65201 -1.07667 -1.27330
*
```

Results of the Mulliken charge analysis, in e, for atoms 1 through 2: -1.081 0.772